[1]
This record from the OMol25 dataset describes a cluster of 3 separate species, C32H62BBrN2O4PS in total at a distorted geometry. The level of theory is wB97M-V/def2-TZVPD.

Last column: Löwdin charge in e.
Cartesian coordinates (Å):
1 C -4.47549 -1.68146 1.14952  -0.147
2 O -5.13441 -0.58857 0.38043  -0.257
3 C -4.73546 -0.68276 -1.04518  -0.214
4 C -3.71600 0.55943 -1.50786  -0.154
5 C -2.21140 0.15526 -0.99559  -0.235
6 C -0.98575 0.94346 -1.75074  -0.208
7 C -1.17190 2.56371 -1.88482  -0.199
8 C -0.33013 3.45698 -0.79696  -0.201
9 C 1.24265 3.03897 -0.61352  -0.192
10 C 1.61465 2.87784 0.98699  -0.208
11 C 2.43910 1.45770 1.32064  -0.145
12 C 1.57386 0.42907 2.29098  0.027
13 C 0.95697 1.02025 3.74403  -0.239
14 P 1.23344 2.78394 4.40421  0.611
15 O 1.26110 2.87915 6.15949  -0.409
16 Br 3.37137 3.56873 3.97944  0.309
17 C 0.01040 -0.03795 4.63034  -0.063
18 C -0.79685 0.25318 6.00454  -0.173
19 C -2.38852 0.54075 5.57513  -0.231
20 C -2.57372 1.75581 4.49809  -0.539
21 S -3.00312 1.12619 2.78905  0.666
22 C -0.22158 -1.60233 4.07449  0.084
23 C 0.50505 -2.03456 2.68805  -0.087
24 N 0.29688 -3.49728 2.24094  0.113
25 C -1.08986 -3.62073 2.10317  0.015
26 O -2.28149 -4.01525 1.57023  0.058
27 N 1.33216 -1.03808 1.87401  0.123
28 B 1.88949 -1.69155 0.60506  -0.411
29 C 0.99468 -2.23085 -0.66874  -0.014
30 O 3.38743 -1.81668 0.51356  0.050
31 H -4.33656 -1.43057 2.28759  0.064
32 H -5.08930 -2.69484 1.10612  0.114
33 H -3.39711 -1.79952 0.68423  0.064
34 H -4.30214 -1.73963 -1.32506  0.127
35 H -5.71911 -0.54373 -1.68697  0.132
36 H -4.05646 1.48755 -0.84672  0.127
37 H -3.75619 0.76790 -2.66056  0.129
38 H -2.07153 -0.99871 -1.26974  0.102
39 H -2.09352 0.20339 0.18702  0.074
40 H -0.94993 0.51583 -2.86327  0.129
41 H 0.01078 0.59285 -1.24298  0.077
42 H -2.29675 2.93693 -1.82372  0.120
43 H -0.81119 2.86111 -2.97692  0.111
44 H -0.95161 3.47470 0.20459  0.104
45 H -0.35713 4.57817 -1.20668  0.111
46 H 1.55508 2.12955 -1.27892  0.103
47 H 1.88372 3.96507 -1.01216  0.125
48 H 0.59081 2.78496 1.58710  0.081
49 H 2.21920 3.83414 1.29170  0.089
50 H 2.67940 1.05853 0.24932  0.110
51 H 3.51264 1.66972 1.79655  0.109
52 H 1.93507 2.16048 6.43027  0.080
53 H -0.86843 -0.77625 6.61004  0.135
54 H -0.36612 1.01806 6.75491  0.107
55 H -3.07214 0.70847 6.53111  0.135
56 H -2.74664 -0.45761 5.02953  0.100
57 H -3.47426 2.45365 4.85639  0.101
58 H -1.62927 2.43846 4.41288  0.049
59 H -2.04997 1.63101 1.84729  -0.131
60 H -0.87873 -2.39386 4.66166  0.136
61 H 1.67062 -2.27889 -1.63266  0.099
62 H 0.59999 -3.33316 -0.43886  0.097
63 H 0.04442 -1.57687 -0.89319  0.053
64 H 3.56630 -2.21629 -0.39582  0.117
65 C 3.82057 -9.96748 0.16387  -0.113
66 C 3.15527 -9.40146 1.40855  -0.273
67 C 1.86767 -8.63151 1.10790  -0.228
68 C 2.03813 -7.38802 0.22769  -0.228
69 C 3.01076 -6.33638 0.76620  -0.267
70 C 2.57502 -5.74195 2.09698  -0.116
71 H 4.12735 -9.17690 -0.52645  0.066
72 H 4.71610 -10.53288 0.43932  0.073
73 H 3.14205 -10.64494 -0.36556  0.079
74 H 3.86556 -8.76527 1.94757  0.099
75 H 2.91512 -10.23177 2.08348  0.108
76 H 1.39874 -8.34717 2.05682  0.099
77 H 1.15628 -9.30944 0.61431  0.113
78 H 1.05319 -6.92410 0.09107  0.104
79 H 2.36729 -7.69140 -0.77306  0.103
80 H 3.08750 -5.52549 0.03131  0.096
81 H 4.01647 -6.75745 0.86425  0.103
82 H 1.58934 -5.27315 2.00955  0.030
83 H 3.28654 -4.97417 2.41708  0.073
84 H 2.52959 -6.49927 2.88352  0.073
85 C -0.21350 7.55015 -3.09022  -0.113
86 C -1.10088 6.62787 -3.91132  -0.273
87 C -0.31290 5.60557 -4.73296  -0.239
88 C 0.62206 6.19799 -5.79361  -0.228
89 C -0.05440 7.09975 -6.82859  -0.272
90 C -1.09138 6.37261 -7.67129  -0.114
91 H 0.44132 8.15319 -3.72523  0.070
92 H -0.82780 8.23733 -2.50037  0.073
93 H 0.41026 6.97450 -2.39798  0.064
94 H -1.74902 7.22506 -4.56177  0.103
95 H -1.76737 6.08697 -3.22880  0.097
96 H -1.02054 4.91859 -5.21096  0.100
97 H 0.28745 4.98813 -4.04912  0.094
98 H 1.12086 5.37117 -6.31472  0.110
99 H 1.42000 6.76575 -5.30083  0.102
100 H 0.71741 7.50147 -7.49673  0.108
101 H -0.51793 7.96352 -6.34133  0.100
102 H -0.63797 5.53111 -8.20540  0.077
103 H -1.51702 7.05407 -8.41471  0.073
104 H -1.91468 5.99238 -7.06150  0.065

Forces on atoms 1 to 3 (eV/Å):
0.6 -0.4 0.0
1.8 -1.8 -0.6
-0.9 0.9 -1.5

Results
Lowest unoccupied orbital energy ... -0.1837 Eh
E_HOMO ... -11.5 eV
Total charge ... +1

---

[2]
This record from the OMol25 dataset describes a cluster of 9 separate species, C32H62BF3N4O25P in total at a distorted geometry. The level of theory is wB97M-V/def2-TZVPD.

Last column: Löwdin charge in e.
Cartesian coordinates (Å):
1 O 3.78817 0.81158 -0.03827  -0.058
2 C 2.77170 0.30986 0.49806  -0.493
3 O 1.59697 0.27706 -0.01062  0.163
4 B 0.66175 -0.36393 0.94271  -0.775
5 O 1.39156 -0.48892 2.22233  0.149
6 C 2.68619 -0.24887 1.94409  -0.521
7 O 3.64461 -0.47954 2.60148  0.019
8 O 0.20320 -1.66645 0.29075  0.250
9 C -1.05777 -1.66347 0.35299  -0.406
10 O -1.73793 -2.53238 -0.21930  0.062
11 C -1.65404 -0.31902 0.84019  -0.440
12 O -0.65045 0.37792 1.19860  0.214
13 O -2.82754 -0.05981 0.86567  0.100
14 C 3.57410 3.84149 -1.08704  -0.030
15 C 3.28628 4.19429 -2.64374  -0.359
16 C 2.70046 5.57059 -2.70156  -0.309
17 O 2.42674 5.74689 -4.00363  -0.158
18 C 1.73272 6.93519 -4.29878  -0.095
19 N 4.59818 4.20851 -3.36737  0.041
20 H 2.64266 3.79488 -0.52282  0.069
21 H 4.23633 4.50097 -0.52612  0.065
22 H 4.09702 2.88598 -1.04658  0.040
23 H 2.55493 3.48868 -3.03788  0.126
24 H 3.35353 6.29291 -2.21180  0.133
25 H 1.81057 5.50298 -2.07576  0.107
26 H 1.22848 6.85015 -5.26139  0.088
27 H 2.35592 7.82860 -4.33795  0.080
28 H 0.99607 7.20176 -3.54090  0.080
29 H 5.09031 5.04315 -3.08224  0.063
30 H 4.34524 4.31284 -4.33960  0.058
31 C -6.64767 -1.10826 2.01409  -0.072
32 C -6.45655 0.30190 1.81336  -0.461
33 C -7.61966 1.25883 2.18807  -0.160
34 O -8.65394 1.05275 1.22565  -0.149
35 C -9.77027 1.65019 1.61816  -0.213
36 N -5.21433 0.72049 2.46013  0.051
37 H -7.29663 -1.58690 1.28071  0.082
38 H -7.10473 -1.21967 2.99734  0.085
39 H -5.76102 -1.72338 1.86053  0.091
40 H -6.34179 0.54662 0.75740  0.136
41 H -7.38604 2.32193 2.24581  0.125
42 H -7.99129 0.93507 3.16027  0.116
43 H -10.70496 1.53426 1.06952  0.087
44 H -9.65648 2.72788 1.50100  0.082
45 H -10.05045 1.54674 2.66644  0.084
46 H -5.09632 1.72355 2.45375  0.061
47 H -4.39383 0.35778 1.99611  0.025
48 C -5.23491 -1.54703 -2.01570  -0.064
49 C -5.26626 -3.03489 -1.98021  -0.458
50 C -6.39664 -3.65211 -2.90847  -0.190
51 O -7.68503 -3.21100 -2.54645  -0.191
52 C -8.73098 -3.47994 -3.43813  -0.127
53 N -3.92967 -3.50546 -2.14235  0.053
54 H -6.27767 -1.39849 -1.73518  0.070
55 H -5.04522 -1.18432 -3.02592  0.084
56 H -4.54340 -1.11094 -1.29476  0.078
57 H -5.71212 -3.22784 -1.00447  0.118
58 H -6.40834 -4.73810 -2.81580  0.112
59 H -6.11575 -3.51902 -3.95321  0.117
60 H -9.71146 -3.18250 -3.06625  0.087
61 H -8.72116 -4.55576 -3.61314  0.073
62 H -8.57745 -3.15957 -4.46861  0.080
63 H -3.12639 -2.96133 -1.86170  0.047
64 H -3.71998 -4.47006 -2.35608  0.069
65 C 5.83230 -7.19646 0.65235  -0.071
66 C 5.54955 -6.56895 2.05249  -0.362
67 C 4.79951 -5.15798 1.98933  -0.213
68 O 3.41397 -5.28540 1.80978  -0.213
69 C 2.70610 -4.00588 1.89056  -0.049
70 N 4.70382 -7.54463 2.80193  0.023
71 H 6.21440 -8.16412 0.97754  0.059
72 H 6.54696 -6.79374 -0.06540  0.070
73 H 4.89529 -7.35890 0.11969  0.074
74 H 6.47916 -6.32621 2.56727  0.116
75 H 5.22250 -4.51491 1.21755  0.104
76 H 4.99385 -4.59457 2.90196  0.115
77 H 3.10013 -3.51385 1.00132  0.090
78 H 2.77205 -3.30340 2.72139  0.089
79 H 1.64437 -4.20992 1.75202  0.087
80 H 4.41983 -8.32025 2.22066  0.047
81 H 3.83322 -7.06914 2.99184  0.050
82 C -0.47177 6.00638 -0.30587  -0.153
83 O -0.54090 4.90380 -1.16924  -0.231
84 P -1.89582 4.03281 -1.26877  0.493
85 O -3.11886 4.89574 -1.54163  -0.280
86 O -1.77836 3.03162 0.01565  -0.215
87 C -2.02147 3.57613 1.32967  -0.080
88 O -1.65362 2.95063 -2.44715  -0.208
89 C -0.36358 2.34311 -2.63482  -0.087
90 H -1.36985 6.19111 0.28356  0.078
91 H -0.30251 6.89561 -0.91310  0.084
92 H 0.23349 6.00324 0.52522  0.089
93 H -3.04394 3.93351 1.45196  0.096
94 H -1.16038 4.19276 1.58736  0.087
95 H -2.05000 2.80885 2.10335  0.059
96 H -0.50669 1.28243 -2.84117  0.097
97 H 0.21930 2.18927 -1.72670  0.080
98 H 0.22684 2.88472 -3.37386  0.082
99 C -2.05616 0.60082 4.32242  -0.018
100 C -1.17909 1.77323 4.58609  -0.333
101 O -0.54105 1.52954 5.78792  0.186
102 C -0.51015 0.26196 5.94565  -0.568
103 O 0.16978 -0.29651 6.86144  0.079
104 O -1.14452 -0.31570 4.94911  0.102
105 F -2.07825 2.77661 4.70557  0.060
106 H -2.05874 0.37277 3.25655  0.116
107 H -3.06370 0.69112 4.72839  0.144
108 H -0.41357 1.92492 3.82513  0.184
109 C 4.62585 0.62074 -3.24192  -0.041
110 C 6.00196 0.04402 -2.81970  -0.285
111 O 6.29514 -0.82758 -3.92532  0.108
112 C 5.12083 -1.14740 -4.56586  -0.587
113 O 5.12533 -1.86244 -5.48901  0.171
114 O 4.12910 -0.35897 -4.15510  0.078
115 F 5.94453 -0.67223 -1.70162  0.091
116 H 4.66126 1.54842 -3.81313  0.111
117 H 3.86209 0.88459 -2.51038  0.119
118 H 6.76749 0.81313 -2.71702  0.164
119 C 6.46874 -1.87030 1.39558  -0.038
120 C 7.51006 -1.05491 2.18950  -0.257
121 O 8.61672 -1.22338 1.25199  0.136
122 C 8.46515 -2.40988 0.69131  -0.643
123 O 9.32070 -3.01834 0.04702  0.099
124 O 7.31474 -2.89342 0.91635  0.094
125 F 7.72729 -1.68176 3.33565  0.099
126 H 6.02249 -1.33491 0.55754  0.132
127 H 5.69947 -2.28668 2.04594  0.124
128 H 7.17003 -0.03648 2.37730  0.176

Forces on atoms 1 to 3 (eV/Å):
0.0 0.0 -0.7
3.5 -1.0 5.3
-5.3 0.1 -1.7

Results
Lowest unoccupied orbital energy (alpha / beta) ... 0.1262 / 0.1261 Eh
E_HOMO (alpha / beta) ... 1.0 / -3.1 eV
Total charge ... -2
2S+1 ... 2

---

Q: Which formula does entry 1 have?
A: C32H62BBrN2O4PS